# 1
Formula: C5H5Cl
Source: OMol25
Level of theory: the ωB97M-V functional and the def2-TZVPD basis

## Properties
structure (SMILES)	C#C/C(C)=C\Cl
energy relative to the best compared isomer or geometry (same formula, charge and spin)	31.7	kcal/mol
total energy	-17786.184	eV

CARTESIAN COORDINATES (ANGSTROEM)
1 C 0.784 -2.311 0.273
2 C 0.367 -1.204 0.059
3 C -0.107 0.136 -0.152
4 C 0.145 1.133 0.946
5 C -0.745 0.496 -1.278
6 Cl -1.082 -0.565 -2.591
7 H 1.134 -3.290 0.468
8 H -0.323 0.779 1.865
9 H 1.199 1.204 1.148
10 H -0.241 2.130 0.680
11 H -1.132 1.492 -1.418

Okay, here come the natural (NBO) numbers, in e, for every atom:
1. C -0.19
2. C -0.04
3. C -0.11
4. C -0.61
5. C -0.18
6. Cl 0.01
7. H 0.24
8. H 0.22
9. H 0.23
10. H 0.22
11. H 0.21

***

# 2
Formula: C4H20N8O8Y
Source: OMol25
Level of theory: the ωB97M-V functional and the def2-TZVPD basis

## Properties
charge	-1
energy relative to the best compared isomer or geometry (same formula, charge and spin)	459.9	kcal/mol
total energy	-33804.859	eV

CARTESIAN COORDINATES (ANGSTROEM)
1 Y -9.707 -23.307 17.247
2 O -10.440 -21.211 13.987
3 H -10.571 -20.473 13.359
4 O -13.555 -24.324 17.993
5 H -14.279 -24.941 18.216
6 O -8.548 -25.434 20.252
7 H -7.595 -25.626 20.355
8 O -6.223 -23.676 15.761
9 H -5.786 -23.349 14.950
10 C -6.040 -18.718 18.837
11 O -6.952 -19.253 18.257
12 N -4.751 -19.101 18.824
13 N -6.097 -17.540 19.335
14 H -4.115 -18.379 19.130
15 H -4.572 -20.031 18.472
16 H -6.903 -16.942 19.226
17 H -5.377 -17.232 19.972
18 C -12.101 -19.064 20.851
19 O -11.496 -20.135 20.775
20 N -11.893 -18.147 21.722
21 N -13.073 -18.640 20.089
22 H -12.264 -17.288 21.343
23 H -11.535 -18.333 22.648
24 H -13.396 -17.790 20.529
25 H -13.478 -19.253 19.396
26 C -9.188 -23.960 9.574
27 O -8.974 -24.746 8.683
28 N -10.255 -23.240 9.601
29 N -8.598 -23.752 10.765
30 H -11.103 -23.414 9.080
31 H -10.359 -22.708 10.453
32 H -9.201 -23.370 11.480
33 H -7.753 -24.274 10.947
34 C -11.530 -27.869 13.997
35 O -10.799 -27.064 14.538
36 N -11.692 -28.071 12.709
37 N -12.387 -28.663 14.679
38 H -12.576 -28.327 12.293
39 H -10.946 -27.679 12.152
40 H -12.312 -28.528 15.677
41 H -13.173 -29.121 14.241

Okay, here come the natural (NBO) numbers, in e, for every atom:
1. Y 2.12
2. O -1.28
3. H 0.41
4. O -1.20
5. H 0.41
6. O -1.14
7. H 0.41
8. O -1.16
9. H 0.41
10. C 0.75
11. O -0.66
12. N -0.85
13. N -0.82
14. H 0.38
15. H 0.42
16. H 0.40
17. H 0.37
18. C 0.74
19. O -0.67
20. N -0.83
21. N -0.82
22. H 0.36
23. H 0.42
24. H 0.37
25. H 0.43
26. C 0.75
27. O -0.68
28. N -0.82
29. N -0.84
30. H 0.39
31. H 0.38
32. H 0.41
33. H 0.40
34. C 0.77
35. O -0.66
36. N -0.85
37. N -0.85
38. H 0.39
39. H 0.41
40. H 0.41
41. H 0.38

***

# 3
Formula: C3H9NO2
Source: OMol25
Level of theory: the ωB97M-V functional and the def2-TZVPD basis

## Properties
structure (SMILES)	CC(N)=O.CO
energy relative to the best compared isomer or geometry (same formula, charge and spin)	43.2	kcal/mol
total energy	-8841.080	eV

CARTESIAN COORDINATES (ANGSTROEM)
1 C -1.274 0.509 -2.023
2 C -0.843 -0.406 -0.925
3 N -1.463 -1.662 -0.912
4 O 0.168 -0.226 -0.349
5 H -0.339 0.952 -2.380
6 H -1.895 1.326 -1.795
7 H -1.672 -0.079 -2.837
8 H -1.474 -1.999 0.042
9 H -2.114 -2.075 -1.523
10 C 2.148 0.377 2.053
11 O 1.330 1.220 2.786
12 H 3.143 0.487 2.483
13 H 1.594 -0.509 2.043
14 H 2.215 0.859 1.012
15 H 0.476 1.228 2.326

Okay, here come the natural (NBO) numbers, in e, for every atom:
1. C -0.72
2. C 0.69
3. N -0.86
4. O -0.58
5. H 0.24
6. H 0.24
7. H 0.21
8. H 0.39
9. H 0.40
10. C -0.24
11. O -0.73
12. H 0.18
13. H 0.18
14. H 0.16
15. H 0.46

***

# 4
Formula: C26H16BaBrCl5N3O3
Source: OMol25
Level of theory: the ωB97M-V functional and the def2-TZVPD basis

## Properties
charge	-1
energy relative to the best compared isomer or geometry (same formula, charge and spin)	0.0	kcal/mol
total energy	-171185.906	eV

CARTESIAN COORDINATES (ANGSTROEM)
1 Ba 2.444 0.881 -1.559
2 C 4.006 -1.477 1.229
3 O 2.823 -1.458 0.436
4 C 1.735 -2.106 0.930
5 C 1.740 -2.945 2.025
6 C 0.543 -3.536 2.425
7 Br 0.559 -4.696 3.928
8 C -0.639 -3.295 1.771
9 C -0.652 -2.438 0.664
10 C 0.539 -1.853 0.232
11 O 0.617 -1.029 -0.817
12 C -1.880 -2.079 -0.041
13 N -1.892 -1.238 -1.042
14 C -3.216 -1.096 -1.420
15 C -3.775 -0.291 -2.408
16 C -5.147 -0.344 -2.551
17 C -5.943 -1.169 -1.739
18 C -5.396 -1.963 -0.748
19 C -4.015 -1.904 -0.604
20 N -3.135 -2.525 0.270
21 H 4.421 -2.487 1.282
22 H 3.797 -1.106 2.235
23 H 4.706 -0.806 0.740
24 H 2.648 -3.141 2.576
25 H -1.549 -3.761 2.124
26 H -0.315 -0.848 -1.172
27 H -3.158 0.370 -3.006
28 H -5.620 0.285 -3.293
29 H -7.016 -1.174 -1.885
30 H -6.015 -2.587 -0.115
31 H -3.378 -3.136 1.027
32 Cl 5.299 2.560 5.885
33 C 5.008 2.292 4.203
34 C 3.716 2.064 3.732
35 Cl 2.395 2.037 4.844
36 C 3.485 1.853 2.383
37 Cl 1.881 1.570 1.793
38 C 4.527 1.852 1.413
39 O 4.314 1.629 0.182
40 C 5.830 2.082 1.940
41 Cl 7.133 2.060 0.805
42 C 6.060 2.297 3.288
43 Cl 7.672 2.569 3.851
44 N 0.523 1.779 -2.406
45 C -0.726 2.108 -2.687
46 C -1.291 2.088 -4.014
47 C -2.586 2.489 -4.289
48 C -3.458 2.919 -3.286
49 C -2.966 2.920 -1.975
50 C -1.679 2.525 -1.681
51 H -0.641 1.771 -4.824
52 H -2.929 2.466 -5.321
53 H -4.467 3.240 -3.512
54 H -3.616 3.236 -1.162
55 H -1.322 2.548 -0.655

Okay, here come the Löwdin numbers, in e, for every atom:
1. Ba 1.68
2. C -0.05
3. O -0.16
4. C -0.22
5. C -0.05
6. C -0.68
7. Br 0.72
8. C -0.09
9. C -0.06
10. C -0.20
11. O -0.11
12. C -0.23
13. N 0.18
14. C -0.18
15. C 0.02
16. C -0.08
17. C -0.10
18. C -0.04
19. C -0.19
20. N 0.17
21. H 0.10
22. H 0.10
23. H 0.09
24. H 0.10
25. H 0.10
26. H 0.08
27. H 0.09
28. H 0.10
29. H 0.09
30. H 0.10
31. H 0.15
32. Cl 0.63
33. C -0.73
34. C -0.71
35. Cl 0.66
36. C -0.60
37. Cl 0.71
38. C -0.56
39. O -0.36
40. C -0.62
41. Cl 0.68
42. C -0.71
43. Cl 0.65
44. N -0.50
45. C -0.58
46. C -0.11
47. C -0.18
48. C -0.20
49. C -0.17
50. C -0.10
51. H 0.07
52. H 0.08
53. H 0.07
54. H 0.08
55. H 0.08

***

# 5
Formula: C6H7O4S
Source: OMol25
Level of theory: the ωB97M-V functional and the def2-TZVPD basis

## Properties
charge	-1
energy relative to the best compared isomer or geometry (same formula, charge and spin)	75.0	kcal/mol
total energy	-25358.261	eV

CARTESIAN COORDINATES (ANGSTROEM)
1 C -0.519 -1.052 0.003
2 C -0.661 -0.232 -1.167
3 C 0.470 -1.978 0.154
4 C 0.506 -0.679 -2.018
5 C 1.171 -1.907 -1.296
6 C -1.960 1.239 2.955
7 O -1.383 0.735 -1.436
8 O 0.854 -2.826 0.954
9 O -1.952 -1.292 3.945
10 O -1.925 -1.010 1.499
11 S -1.309 -0.539 2.846
12 H 0.177 -0.843 -2.984
13 H 1.100 0.105 -2.231
14 H 2.209 -1.809 -0.904
15 H 0.896 -2.919 -1.701
16 H -0.998 1.748 2.966
17 H -2.373 1.199 3.877
18 H -2.513 1.296 2.017

Okay, here come the natural (NBO) numbers, in e, for every atom:
1. C 0.07
2. C 0.45
3. C 0.41
4. C -0.49
5. C -0.46
6. C -0.85
7. O -0.63
8. O -0.64
9. O -1.01
10. O -0.86
11. S 1.47
12. H 0.21
13. H 0.22
14. H 0.22
15. H 0.22
16. H 0.20
17. H 0.22
18. H 0.25

***

# 6
Formula: C4H10N2O2
Source: OMol25
Level of theory: the ωB97M-V functional and the def2-TZVPD basis

## Properties
structure (SMILES)	CC(N)=O.CC(N)=O
energy relative to the best compared isomer or geometry (same formula, charge and spin)	72.0	kcal/mol
total energy	-11383.780	eV

CARTESIAN COORDINATES (ANGSTROEM)
1 C 2.455 -1.942 0.372
2 C 0.929 -1.454 0.400
3 N 0.203 -1.189 -0.849
4 O 0.323 -1.645 1.424
5 H 2.607 -2.421 1.250
6 H 3.064 -1.139 0.350
7 H 2.706 -2.673 -0.446
8 H -0.752 -0.832 -0.679
9 H 0.670 -0.577 -1.534
10 C -0.907 2.265 0.806
11 C -0.891 1.432 -0.347
12 N -2.236 0.924 -0.807
13 O 0.196 1.337 -0.940
14 H -0.085 3.189 0.800
15 H -0.549 1.983 1.782
16 H -1.921 2.662 0.983
17 H -2.260 1.030 -1.799
18 H -2.914 1.285 -0.377

Okay, here come the natural (NBO) numbers, in e, for every atom:
1. C -0.69
2. C 0.70
3. N -0.85
4. O -0.61
5. H 0.22
6. H 0.21
7. H 0.22
8. H 0.39
9. H 0.40
10. C -0.75
11. C 0.67
12. N -0.82
13. O -0.59
14. H 0.26
15. H 0.28
16. H 0.21
17. H 0.39
18. H 0.35

***

no.,HOMO-LUMO gap (Eh),lowest unoccupied orbital energy (Ha)
1,0.365,0.03471
2,0.150,-0.02803
3,0.377,0.02552
4,0.156,0.06836
5,0.287,0.12521
6,0.363,0.02105